[1]
The following is a DFT calculation (the ωB97M-V functional and the def2-TZVPD basis) of C25H18BCl3F9IN4O3STeTi as an isolated structure.

XYZ file:
```
67
Properties=species:S:1:pos:R:3
Ti 1.02 1.35 -0.16
C -1.38 1.10 3.56
C -2.21 1.71 2.48
N -3.37 2.24 2.83
C -4.12 2.82 1.88
C -3.79 2.82 0.54
C -4.67 3.50 -0.46
O -4.03 4.62 -1.09
C -2.60 2.19 0.15
C -2.27 2.06 -1.29
N -2.02 0.91 -1.77
C -1.69 0.82 -3.14
C -0.75 1.65 -3.73
C -0.40 1.49 -5.06
C -1.00 0.51 -5.82
C -1.95 -0.32 -5.26
C -2.29 -0.17 -3.92
I -3.78 -1.39 -3.11
C -1.75 1.71 1.14
O -0.54 1.26 0.84
H -1.99 0.97 4.45
H -0.54 1.76 3.80
H -0.95 0.15 3.25
H -5.04 3.29 2.21
H -5.59 3.83 0.04
H -4.96 2.82 -1.27
H -3.28 4.88 -0.55
H -2.33 2.96 -1.91
H -0.24 2.39 -3.11
H 0.36 2.13 -5.49
H -0.72 0.38 -6.86
H -2.44 -1.09 -5.85
S 2.96 -2.59 2.50
C 4.28 -1.90 1.65
C 3.91 -1.41 0.44
C 2.51 -1.58 0.20
C 1.87 -2.21 1.23
C 0.43 -2.50 1.32
C -0.14 -3.22 2.36
C -1.52 -3.37 2.38
C -2.27 -2.80 1.37
C -1.61 -2.12 0.35
N -0.29 -1.97 0.33
H 5.27 -1.91 2.09
H 4.58 -0.94 -0.26
H 0.48 -3.66 3.13
H -2.00 -3.91 3.18
H -3.35 -2.87 1.36
H -2.15 -1.64 -0.46
F 2.68 1.81 0.33
Te 1.79 -1.49 -1.85
F 3.28 -2.57 -2.29
F 3.16 -0.14 -2.09
F 0.95 -3.27 -1.70
F 1.48 -1.36 -3.75
O 0.69 0.43 -1.55
F -0.88 4.74 -0.28
B 0.44 4.38 -0.09
F 0.65 3.13 -0.98
F 0.68 3.92 1.19
F 1.33 5.30 -0.54
Cl 2.21 -0.79 5.87
C 3.10 0.45 4.96
Cl 3.02 1.99 5.82
Cl 4.79 -0.05 4.76
C 2.48 0.61 3.65
N 1.93 0.76 2.66
```

## Properties
2S+1: 2
<S²>: 0.758
Net charge: -1
Electronic energy: -5526.2688 hartree
Frontier orbital gap (spin up / spin down): 0.2701 / 0.2563 Ha
Strongest force on any atom: 1.3 eV Å⁻¹
LUMO (spin up / spin down): 1.725 / 0.745 eV
Energy relative to the best compared isomer or geometry (same formula, charge and spin): 3.357 eV



[2]
The following is a DFT calculation (the ωB97M-V functional and the def2-TZVPD basis) of C25H18BF5N8OSeTc as an isolated structure.

XYZ file:
```
60
Properties=species:S:1:pos:R:3
Tc -0.02 -0.50 -1.10
O 1.87 -0.77 2.56
C 1.30 -0.89 1.49
N 0.94 0.09 0.63
C 1.40 1.41 1.05
C 0.42 2.55 0.96
C 0.90 3.84 0.76
C 0.01 4.90 0.80
C -1.33 4.64 1.02
C -1.72 3.32 1.20
N -0.87 2.29 1.18
C 0.93 -2.28 1.03
C 1.22 -3.39 1.79
C 0.90 -4.64 1.29
C 0.30 -4.74 0.05
C 0.03 -3.58 -0.66
N 0.34 -2.38 -0.17
H 2.32 1.67 0.51
H 1.69 1.32 2.10
H 1.95 4.01 0.58
H 0.36 5.92 0.66
H -2.07 5.43 1.05
H -2.76 3.07 1.36
H 1.71 -3.24 2.75
H 1.12 -5.53 1.86
H 0.03 -5.69 -0.38
H -0.45 -3.60 -1.63
B -2.91 1.12 -1.93
N -1.57 1.91 -2.10
C -1.43 3.15 -2.56
C -0.08 3.47 -2.65
C 0.56 2.34 -2.19
N -0.34 1.40 -1.87
N -2.91 0.46 -0.52
C -3.87 0.50 0.40
C -3.48 -0.26 1.49
C -2.22 -0.73 1.15
N -1.89 -0.30 -0.07
H -3.80 1.94 -1.94
H -3.01 0.30 -2.79
H -2.31 3.72 -2.81
H 0.36 4.39 -2.98
H 1.61 2.14 -2.08
H -4.77 1.06 0.21
H -4.02 -0.43 2.40
H -1.54 -1.33 1.72
F 0.66 0.06 -4.23
C 1.78 -0.35 -3.62
C 1.78 -0.64 -2.25
C 3.01 -1.05 -1.76
F 3.16 -1.38 -0.46
C 4.16 -1.17 -2.53
F 5.31 -1.57 -1.99
C 4.10 -0.87 -3.88
F 5.18 -0.98 -4.64
C 2.90 -0.46 -4.43
F 2.83 -0.16 -5.72
Se -2.46 -3.06 -4.46
C -1.57 -2.09 -3.33
N -0.97 -1.43 -2.56
```

## Properties
2S+1: 4
<S²>: 3.785
Net charge: 0
Electronic energy: -4483.2498 hartree
Frontier orbital gap (spin up / spin down): 0.2845 / 0.2320 Ha
Strongest force on any atom: 0.4 eV Å⁻¹
LUMO (spin up / spin down): -0.546 / -2.018 eV
Energy relative to the best compared isomer or geometry (same formula, charge and spin): 0.076 eV



[3]
The following is a DFT calculation (the ωB97M-V functional and the def2-TZVPD basis) of C25H18BrN3RhS as an isolated structure.

XYZ file:
```
49
Properties=species:S:1:pos:R:3
Rh -0.28 0.36 -0.53
C -3.30 1.02 2.37
C -2.57 1.01 3.55
C -1.19 0.79 3.52
C -0.55 0.59 2.31
C -1.29 0.62 1.13
C -2.66 0.84 1.15
C 0.89 0.26 2.18
C 1.75 0.17 3.29
C 3.05 -0.17 3.08
C 3.50 -0.49 1.78
C 4.83 -0.91 1.53
C 5.22 -1.26 0.28
C 4.28 -1.22 -0.78
C 2.99 -0.81 -0.57
C 2.58 -0.40 0.72
N 1.29 0.03 0.95
H -4.37 1.17 2.40
H -3.06 1.16 4.50
H -0.65 0.77 4.46
H -3.23 0.83 0.23
H 1.39 0.38 4.28
H 3.74 -0.23 3.91
H 5.53 -0.95 2.36
H 6.23 -1.58 0.09
H 4.58 -1.53 -1.77
H 2.28 -0.83 -1.38
Br -1.86 -5.86 -2.15
C -1.51 -4.08 -1.72
C -2.16 -3.50 -0.64
C -1.91 -2.18 -0.31
C -0.99 -1.44 -1.07
C -0.36 -2.03 -2.18
C -0.62 -3.36 -2.50
H -2.86 -4.09 -0.05
H -2.41 -1.74 0.53
H 0.32 -1.46 -2.80
H -0.13 -3.82 -3.35
S 1.08 1.33 -2.26
C -0.37 2.29 -2.42
N -0.58 3.12 -3.45
C -1.79 3.84 -3.54
C -2.69 3.70 -2.52
C -2.42 2.85 -1.45
N -1.21 2.13 -1.45
H 0.12 3.20 -4.17
H -1.93 4.46 -4.41
H -3.61 4.26 -2.54
H -3.06 2.77 -0.59
```

## Properties
2S+1: 5
<S²>: 6.051
Net charge: +1
Electronic energy: -4210.1690 hartree
Frontier orbital gap (spin up / spin down): 0.2129 / 0.2181 Ha
Strongest force on any atom: 0.5 eV Å⁻¹
LUMO (spin up / spin down): -3.371 / -5.764 eV
Energy relative to the best compared isomer or geometry (same formula, charge and spin): 0.299 eV



[4]
The following is a DFT calculation (the ωB97M-V functional and the def2-TZVPD basis) of C25H18ClN7O4PtS2 as an isolated structure.

XYZ file:
```
58
Properties=species:S:1:pos:R:3
Pt 2.50 0.14 0.07
S 2.57 2.29 -1.53
C 4.11 1.95 -2.15
C 4.52 2.76 -3.23
N 4.85 3.43 -4.11
C 5.03 1.02 -1.67
S 4.83 -0.02 -0.33
C 6.30 0.95 -2.28
N 7.34 0.91 -2.76
C -6.03 3.28 0.86
O -5.05 3.03 -0.12
C -4.94 1.77 -0.62
C -3.81 1.54 -1.43
C -3.52 0.29 -1.89
C -4.35 -0.81 -1.53
C -5.55 -0.54 -0.84
C -5.82 0.72 -0.37
N -4.01 -2.09 -1.73
N -2.92 -2.56 -2.15
C -1.67 -2.36 -1.78
C -0.63 -2.93 -2.56
C 0.66 -2.49 -2.46
C 1.01 -1.45 -1.57
O 2.19 -0.90 -1.61
C 0.03 -1.01 -0.64
N 0.42 -0.11 0.30
C -0.42 0.27 1.25
C -1.69 -0.27 1.36
C -2.13 -1.17 0.40
C -1.30 -1.52 -0.66
H -5.87 4.31 1.18
H -5.91 2.62 1.73
H -7.04 3.18 0.45
H -3.17 2.38 -1.65
H -2.65 0.12 -2.50
H -6.22 -1.36 -0.64
H -6.72 0.89 0.21
H -0.90 -3.68 -3.28
H 1.45 -2.91 -3.07
H -0.08 1.02 1.96
H -2.33 0.02 2.18
H -3.10 -1.63 0.50
Cl 4.72 -2.49 3.21
C 4.47 -3.40 1.72
C 3.29 -2.82 0.87
O 3.11 -3.34 -0.21
O 2.67 -1.86 1.40
H 4.26 -4.43 1.98
H 5.37 -3.32 1.12
N 2.88 0.29 2.93
C 2.57 0.94 4.06
C 2.15 2.21 3.69
C 2.22 2.23 2.30
N 2.67 1.05 1.87
H 3.14 -0.70 2.79
H 2.66 0.49 5.02
H 1.83 3.00 4.33
H 1.98 3.02 1.62
```

## Properties
2S+1: 1
Net charge: 0
Electronic energy: -3023.4807 hartree
Frontier orbital gap (spin up / spin down): 0.1543 / 0.1344 Ha
Strongest force on any atom: 3.2 eV Å⁻¹
LUMO (spin up / spin down): -2.656 / -3.200 eV
Energy relative to the best compared isomer or geometry (same formula, charge and spin): 2.630 eV



[5]
The following is a DFT calculation (the ωB97M-V functional and the def2-TZVPD basis) of C25H18EuN5O7 as an isolated structure.

XYZ file:
```
56
Properties=species:S:1:pos:R:3
Eu 0.23 0.01 -0.42
C -2.91 -0.20 -1.99
O -2.19 0.46 -0.96
C -2.75 1.59 -0.36
C -4.00 2.02 -0.71
C -4.55 3.14 -0.09
C -3.80 3.79 0.87
C -2.52 3.35 1.21
C -1.93 2.23 0.59
N -0.64 1.76 0.86
N -0.06 2.55 1.80
C 1.18 2.25 2.28
C 2.09 1.25 1.90
O 1.88 0.47 0.82
C 3.26 1.01 2.64
C 3.62 1.77 3.72
C 2.79 2.86 4.11
C 3.13 3.70 5.20
C 2.34 4.74 5.57
C 1.15 5.00 4.85
C 0.79 4.20 3.80
C 1.59 3.10 3.39
H -3.84 -0.62 -1.59
H -2.27 -1.00 -2.35
H -3.14 0.49 -2.80
H -4.56 1.51 -1.48
H -5.53 3.50 -0.37
H -4.19 4.66 1.38
H -1.94 3.86 1.95
H 3.88 0.19 2.31
H 4.53 1.56 4.27
H 4.05 3.49 5.74
H 2.61 5.37 6.41
H 0.51 5.83 5.13
H -0.11 4.39 3.25
O 3.02 -2.80 -1.99
C 1.87 -2.15 -2.17
O 1.78 -0.94 -2.06
C 0.75 -3.05 -2.67
O -0.53 -2.70 -2.23
C -0.95 -3.29 -0.98
C -0.36 -2.41 0.11
O 0.89 -2.34 0.13
O -1.10 -1.57 0.69
H 3.65 -2.13 -1.67
H 1.00 -4.09 -2.44
H 0.75 -2.93 -3.76
H -0.58 -4.32 -0.91
H -2.03 -3.26 -0.97
N 0.12 1.52 -2.29
C -0.42 2.31 -2.94
C -1.12 3.21 -3.75
C -0.59 4.49 -4.06
N -0.18 5.53 -4.33
C -2.37 2.79 -4.28
N -3.38 2.42 -4.69
```

## Properties
2S+1: 8
<S²>: 15.805
Net charge: -1
Electronic energy: -2474.4067 hartree
Frontier orbital gap (spin up / spin down): 0.1912 / 0.2411 Ha
Strongest force on any atom: 1.5 eV Å⁻¹
LUMO (spin up / spin down): 2.027 / 2.027 eV
Energy relative to the best compared isomer or geometry (same formula, charge and spin): 0.563 eV



[6]
The following is a DFT calculation (the ωB97M-V functional and the def2-TZVPD basis) of C25H18F10N6ORhS as an isolated structure.

XYZ file:
```
62
Properties=species:S:1:pos:R:3
Rh 0.16 -0.64 0.19
C -3.72 0.64 0.85
N -2.29 1.23 -0.90
C -2.16 1.03 -2.35
C -2.29 -0.43 -2.76
N -1.83 -1.32 -1.67
C -1.68 -2.68 -2.09
C -2.63 -3.35 -2.86
F -3.73 -2.76 -3.34
C -2.49 -4.68 -3.23
F -3.43 -5.28 -3.96
C -1.38 -5.39 -2.84
F -1.23 -6.68 -3.19
C -0.40 -4.76 -2.11
F 0.70 -5.42 -1.75
C -0.55 -3.42 -1.76
F 0.51 -2.90 -1.13
C -0.69 2.25 0.73
C -0.32 1.59 2.08
N 0.71 0.59 1.86
C 1.81 0.42 2.61
C 2.74 -0.59 2.26
F 2.48 -1.38 1.18
C 3.91 -0.85 2.93
F 4.72 -1.84 2.51
C 4.26 -0.10 4.04
F 5.41 -0.34 4.70
C 3.40 0.89 4.43
F 3.71 1.64 5.51
C 2.22 1.14 3.75
F 1.45 2.14 4.25
H -4.15 1.63 0.71
H -2.98 0.66 1.65
H -4.51 -0.05 1.17
H -1.22 1.47 -2.67
H -2.97 1.59 -2.84
H -1.67 -0.63 -3.64
H -3.33 -0.64 -3.03
H -1.61 2.83 0.88
H -0.27 1.31 -1.02
H -1.21 1.12 2.51
H -0.01 2.38 2.75
N -3.92 -1.99 -0.60
C -2.71 -1.20 -0.44
S -1.76 -1.80 1.01
N -3.16 0.22 -0.42
N -0.99 1.23 -0.29
C 0.42 3.19 0.34
C 1.76 2.92 -0.06
C 2.71 3.96 0.15
C 4.05 3.82 -0.08
C 4.53 2.59 -0.55
C 3.64 1.57 -0.83
C 2.26 1.70 -0.65
O 1.46 0.73 -1.05
H -3.91 -2.75 0.06
H -4.75 -1.42 -0.45
H 0.26 4.21 0.70
H 2.33 4.90 0.55
H 4.73 4.64 0.12
H 5.59 2.45 -0.71
H 3.99 0.62 -1.22
```

## Properties
2S+1: 5
<S²>: 6.040
Net charge: -1
Electronic energy: -2874.4988 hartree
Frontier orbital gap (spin up / spin down): 0.2127 / 0.2408 Ha
Strongest force on any atom: 1.1 eV Å⁻¹
LUMO (spin up / spin down): 2.342 / 2.244 eV
Energy relative to the best compared isomer or geometry (same formula, charge and spin): 0.216 eV



Repeat the second record exactly.
The following is a DFT calculation (the ωB97M-V functional and the def2-TZVPD basis) of C25H18BF5N8OSeTc as an isolated structure.

XYZ file:
```
60
Properties=species:S:1:pos:R:3
Tc -0.02 -0.50 -1.10
O 1.87 -0.77 2.56
C 1.30 -0.89 1.49
N 0.94 0.09 0.63
C 1.40 1.41 1.05
C 0.42 2.55 0.96
C 0.90 3.84 0.76
C 0.01 4.90 0.80
C -1.33 4.64 1.02
C -1.72 3.32 1.20
N -0.87 2.29 1.18
C 0.93 -2.28 1.03
C 1.22 -3.39 1.79
C 0.90 -4.64 1.29
C 0.30 -4.74 0.05
C 0.03 -3.58 -0.66
N 0.34 -2.38 -0.17
H 2.32 1.67 0.51
H 1.69 1.32 2.10
H 1.95 4.01 0.58
H 0.36 5.92 0.66
H -2.07 5.43 1.05
H -2.76 3.07 1.36
H 1.71 -3.24 2.75
H 1.12 -5.53 1.86
H 0.03 -5.69 -0.38
H -0.45 -3.60 -1.63
B -2.91 1.12 -1.93
N -1.57 1.91 -2.10
C -1.43 3.15 -2.56
C -0.08 3.47 -2.65
C 0.56 2.34 -2.19
N -0.34 1.40 -1.87
N -2.91 0.46 -0.52
C -3.87 0.50 0.40
C -3.48 -0.26 1.49
C -2.22 -0.73 1.15
N -1.89 -0.30 -0.07
H -3.80 1.94 -1.94
H -3.01 0.30 -2.79
H -2.31 3.72 -2.81
H 0.36 4.39 -2.98
H 1.61 2.14 -2.08
H -4.77 1.06 0.21
H -4.02 -0.43 2.40
H -1.54 -1.33 1.72
F 0.66 0.06 -4.23
C 1.78 -0.35 -3.62
C 1.78 -0.64 -2.25
C 3.01 -1.05 -1.76
F 3.16 -1.38 -0.46
C 4.16 -1.17 -2.53
F 5.31 -1.57 -1.99
C 4.10 -0.87 -3.88
F 5.18 -0.98 -4.64
C 2.90 -0.46 -4.43
F 2.83 -0.16 -5.72
Se -2.46 -3.06 -4.46
C -1.57 -2.09 -3.33
N -0.97 -1.43 -2.56
```

## Properties
2S+1: 4
<S²>: 3.785
Net charge: 0
Electronic energy: -4483.2498 hartree
Frontier orbital gap (spin up / spin down): 0.2845 / 0.2320 Ha
Strongest force on any atom: 0.4 eV Å⁻¹
LUMO (spin up / spin down): -0.546 / -2.018 eV
Energy relative to the best compared isomer or geometry (same formula, charge and spin): 0.076 eV



What did the second record say?
The following is a DFT calculation (the ωB97M-V functional and the def2-TZVPD basis) of C25H18BF5N8OSeTc as an isolated structure.

XYZ file:
```
60
Properties=species:S:1:pos:R:3
Tc -0.02 -0.50 -1.10
O 1.87 -0.77 2.56
C 1.30 -0.89 1.49
N 0.94 0.09 0.63
C 1.40 1.41 1.05
C 0.42 2.55 0.96
C 0.90 3.84 0.76
C 0.01 4.90 0.80
C -1.33 4.64 1.02
C -1.72 3.32 1.20
N -0.87 2.29 1.18
C 0.93 -2.28 1.03
C 1.22 -3.39 1.79
C 0.90 -4.64 1.29
C 0.30 -4.74 0.05
C 0.03 -3.58 -0.66
N 0.34 -2.38 -0.17
H 2.32 1.67 0.51
H 1.69 1.32 2.10
H 1.95 4.01 0.58
H 0.36 5.92 0.66
H -2.07 5.43 1.05
H -2.76 3.07 1.36
H 1.71 -3.24 2.75
H 1.12 -5.53 1.86
H 0.03 -5.69 -0.38
H -0.45 -3.60 -1.63
B -2.91 1.12 -1.93
N -1.57 1.91 -2.10
C -1.43 3.15 -2.56
C -0.08 3.47 -2.65
C 0.56 2.34 -2.19
N -0.34 1.40 -1.87
N -2.91 0.46 -0.52
C -3.87 0.50 0.40
C -3.48 -0.26 1.49
C -2.22 -0.73 1.15
N -1.89 -0.30 -0.07
H -3.80 1.94 -1.94
H -3.01 0.30 -2.79
H -2.31 3.72 -2.81
H 0.36 4.39 -2.98
H 1.61 2.14 -2.08
H -4.77 1.06 0.21
H -4.02 -0.43 2.40
H -1.54 -1.33 1.72
F 0.66 0.06 -4.23
C 1.78 -0.35 -3.62
C 1.78 -0.64 -2.25
C 3.01 -1.05 -1.76
F 3.16 -1.38 -0.46
C 4.16 -1.17 -2.53
F 5.31 -1.57 -1.99
C 4.10 -0.87 -3.88
F 5.18 -0.98 -4.64
C 2.90 -0.46 -4.43
F 2.83 -0.16 -5.72
Se -2.46 -3.06 -4.46
C -1.57 -2.09 -3.33
N -0.97 -1.43 -2.56
```

## Properties
2S+1: 4
<S²>: 3.785
Net charge: 0
Electronic energy: -4483.2498 hartree
Frontier orbital gap (spin up / spin down): 0.2845 / 0.2320 Ha
Strongest force on any atom: 0.4 eV Å⁻¹
LUMO (spin up / spin down): -0.546 / -2.018 eV
Energy relative to the best compared isomer or geometry (same formula, charge and spin): 0.076 eV



Question: Among the records above, which one has the highest net charge?
Answer: C25H18BrN3RhS



Copy entry 1 word for word.
The following is a DFT calculation (the ωB97M-V functional and the def2-TZVPD basis) of C25H18BCl3F9IN4O3STeTi as an isolated structure.

XYZ file:
```
67
Properties=species:S:1:pos:R:3
Ti 1.02 1.35 -0.16
C -1.38 1.10 3.56
C -2.21 1.71 2.48
N -3.37 2.24 2.83
C -4.12 2.82 1.88
C -3.79 2.82 0.54
C -4.67 3.50 -0.46
O -4.03 4.62 -1.09
C -2.60 2.19 0.15
C -2.27 2.06 -1.29
N -2.02 0.91 -1.77
C -1.69 0.82 -3.14
C -0.75 1.65 -3.73
C -0.40 1.49 -5.06
C -1.00 0.51 -5.82
C -1.95 -0.32 -5.26
C -2.29 -0.17 -3.92
I -3.78 -1.39 -3.11
C -1.75 1.71 1.14
O -0.54 1.26 0.84
H -1.99 0.97 4.45
H -0.54 1.76 3.80
H -0.95 0.15 3.25
H -5.04 3.29 2.21
H -5.59 3.83 0.04
H -4.96 2.82 -1.27
H -3.28 4.88 -0.55
H -2.33 2.96 -1.91
H -0.24 2.39 -3.11
H 0.36 2.13 -5.49
H -0.72 0.38 -6.86
H -2.44 -1.09 -5.85
S 2.96 -2.59 2.50
C 4.28 -1.90 1.65
C 3.91 -1.41 0.44
C 2.51 -1.58 0.20
C 1.87 -2.21 1.23
C 0.43 -2.50 1.32
C -0.14 -3.22 2.36
C -1.52 -3.37 2.38
C -2.27 -2.80 1.37
C -1.61 -2.12 0.35
N -0.29 -1.97 0.33
H 5.27 -1.91 2.09
H 4.58 -0.94 -0.26
H 0.48 -3.66 3.13
H -2.00 -3.91 3.18
H -3.35 -2.87 1.36
H -2.15 -1.64 -0.46
F 2.68 1.81 0.33
Te 1.79 -1.49 -1.85
F 3.28 -2.57 -2.29
F 3.16 -0.14 -2.09
F 0.95 -3.27 -1.70
F 1.48 -1.36 -3.75
O 0.69 0.43 -1.55
F -0.88 4.74 -0.28
B 0.44 4.38 -0.09
F 0.65 3.13 -0.98
F 0.68 3.92 1.19
F 1.33 5.30 -0.54
Cl 2.21 -0.79 5.87
C 3.10 0.45 4.96
Cl 3.02 1.99 5.82
Cl 4.79 -0.05 4.76
C 2.48 0.61 3.65
N 1.93 0.76 2.66
```

## Properties
2S+1: 2
<S²>: 0.758
Net charge: -1
Electronic energy: -5526.2688 hartree
Frontier orbital gap (spin up / spin down): 0.2701 / 0.2563 Ha
Strongest force on any atom: 1.3 eV Å⁻¹
LUMO (spin up / spin down): 1.725 / 0.745 eV
Energy relative to the best compared isomer or geometry (same formula, charge and spin): 3.357 eV